No. 1
A 2-piece molecular cluster, C2H9N2O overall, computed with wB97M-V/def2-TZVPD.

The geometry in XYZ format:
```
14
C2H9N2O (wB97M-V/def2-TZVPD)
C 0.255 2.300 -1.047
O -0.426 1.312 -0.431
H -0.115 2.593 -2.063
H 1.350 2.092 -1.214
H 0.277 3.269 -0.482
N 1.143 -0.912 0.358
C 0.036 -1.610 0.928
N -1.222 -1.328 0.266
H 1.916 -0.598 0.922
H 0.888 -0.115 -0.249
H -0.080 -1.360 1.999
H 0.119 -2.706 0.952
H -1.100 -1.512 -0.721
H -1.424 -0.339 0.357
```

HOMO-LUMO gap: 7.27 eV
lowest unoccupied orbital energy: 4.6 eV
net charge: -1
E_HOMO: -2.67 eV

No. 2
A 2-piece molecular cluster, C2H9N2O overall, computed with wB97M-V/def2-TZVPD.

The geometry in XYZ format:
```
14
C2H9N2O (wB97M-V/def2-TZVPD)
C -0.078 -0.234 -0.251
C -1.058 -0.953 0.531
N -1.878 0.016 1.364
N 1.412 -0.411 0.263
H -0.228 0.827 -0.241
H -1.659 -1.793 0.094
H -2.115 -0.400 2.242
H -2.849 0.193 0.937
H -0.030 -0.576 -1.333
H 2.036 -1.154 -0.188
H 1.155 -0.756 1.195
H 1.844 1.231 -0.909
H 1.939 2.405 -1.990
O 1.511 1.607 -1.714
```

HOMO-LUMO gap (alpha / beta): 9.71 / 9.35 eV
lowest unoccupied orbital energy (alpha / beta): 1.1 / -0.3 eV
<S²>: 0.75
E_HOMO (alpha / beta): -8.60 / -9.63 eV
2S+1: 2

No. 3
A 2-piece molecular cluster, C2H9N2O overall, computed with wB97M-V/def2-TZVPD.

The geometry in XYZ format:
```
14
C2H9N2O (wB97M-V/def2-TZVPD)
C -0.498 -1.617 -1.899
N -0.310 0.293 1.182
C -0.504 -0.655 0.296
N 0.112 -0.743 -0.876
H -0.188 -2.636 -1.689
H -0.099 -1.309 -2.862
H -1.580 -1.535 -1.918
H 0.291 1.114 1.395
H -0.863 0.080 2.006
H -1.472 -1.145 0.339
H 0.908 -0.121 -0.965
H 0.675 3.049 1.789
H 2.186 2.763 1.782
O 1.341 2.461 1.420
```

HOMO-LUMO gap: 11.39 eV
lowest unoccupied orbital energy: -3.5 eV
net charge: +1
E_HOMO: -14.94 eV

Table of relative energy (zero: lowest compared OMol25 entry of this formula, charge and spin) (kJ/mol), in record order: 59.24 86.96 109.91